No. 1
11 unconnected molecules or ions with the total composition C44H88O22, computed with the ωB97M-V functional and the def2-TZVPD basis.

XYZ file:
```
154
Properties=species:S:1:pos:R:3:mulliken_charge:R:1
O 7.34515 -1.43695 -0.76653 -0.53
C 6.83680 -2.50089 -0.58027 0.63
O 5.61031 -2.70396 -0.18385 -0.33
C 4.78815 -1.54592 0.08829 -0.38
C 3.32913 -1.99079 0.33551 -0.59
C 7.68995 -3.78130 -0.91035 -0.98
H 4.74864 -1.03696 -0.87478 0.21
H 5.21608 -0.95629 0.89904 0.35
H 2.88891 -2.67812 -0.38691 0.15
H 2.64441 -1.14700 0.25010 0.01
H 3.18528 -2.57647 1.24346 0.49
H 8.73219 -3.47032 -0.98193 0.33
H 7.37875 -4.06903 -1.91457 0.27
H 7.69993 -4.45388 -0.05265 0.32
O 0.09873 -7.69318 2.42750 -0.56
C -0.32074 -7.13669 1.44979 0.80
O -1.12864 -6.05498 1.51392 -0.35
C -1.64766 -5.55611 2.74063 -0.60
C -0.65425 -4.58334 3.44005 -0.41
C -0.06737 -7.53564 -0.03700 -1.20
H -1.68432 -6.42619 3.39615 0.44
H -2.60778 -5.06589 2.57949 0.41
H -1.05424 -3.79315 4.07544 -0.10
H 0.00403 -4.08774 2.72650 -0.01
H 0.05026 -5.12445 4.07169 0.48
H 0.94724 -7.61544 -0.42727 0.34
H -0.72112 -7.05224 -0.76298 0.35
H -0.21443 -8.61392 -0.09847 0.37
O 6.47587 4.41917 -2.08883 -0.53
C 5.80595 5.38292 -2.01568 0.70
O 6.07576 6.63592 -2.38326 -0.28
C 7.39422 7.00251 -2.77473 -0.14
C 7.41669 8.45854 -3.09774 -1.22
C 4.42223 5.27180 -1.33403 -0.74
H 7.69207 6.47608 -3.68151 0.28
H 8.08840 6.78345 -1.96342 0.29
H 6.90134 8.73504 -4.01755 0.31
H 8.47001 8.69161 -3.25364 0.38
H 7.06558 9.11687 -2.30312 0.33
H 3.99328 4.28200 -1.49018 0.02
H 3.68554 5.95632 -1.75454 0.24
H 4.38227 5.33019 -0.24632 0.40
O -2.04976 -1.63736 7.13293 -0.55
C -1.62987 -2.72673 6.90557 0.92
O -0.36560 -3.01182 6.68820 -0.32
C 0.59429 -2.03637 6.63949 -0.54
C 0.45785 -0.97222 5.60626 -0.48
C -2.49634 -3.91066 6.91046 -1.01
H 1.50744 -2.62503 6.55152 0.34
H 0.56959 -1.47821 7.57542 0.31
H -0.00020 -0.00662 5.82054 0.30
H 0.01913 -1.48263 4.74888 -0.16
H 1.35841 -0.70853 5.05167 0.47
H -3.48360 -3.67389 7.30714 0.37
H -2.05508 -4.79953 7.36136 0.33
H -2.75404 -4.17086 5.88382 0.12
O 3.03451 3.19767 -3.69299 -0.54
C 2.12109 3.89439 -4.13572 0.82
O 1.02539 3.36028 -4.84097 -0.31
C 1.08762 2.04592 -5.21913 0.62
C -0.16963 1.77195 -6.10642 -1.35
C 2.21687 5.42205 -4.00486 -1.24
H 1.12597 1.31459 -4.41179 -0.40
H 1.93942 1.99242 -5.89712 0.39
H -0.23772 0.70300 -6.30844 0.35
H 0.03811 2.14545 -7.10913 0.41
H -1.09633 2.05084 -5.60487 0.25
H 3.26824 5.68559 -3.88963 0.30
H 1.53943 5.96099 -3.34251 0.31
H 1.95160 5.84239 -4.97494 0.40
O -0.58783 -4.34737 -4.04592 -0.60
C 0.03674 -3.75781 -3.17655 0.49
O 0.98457 -2.82321 -3.36370 -0.02
C 1.43523 -2.44467 -4.62997 -0.25
C 2.68074 -1.52860 -4.46232 -0.62
C -0.13388 -4.04098 -1.68410 0.37
H 0.60814 -1.89027 -5.07344 0.15
H 1.67568 -3.30005 -5.26134 0.36
H 3.31544 -1.97168 -3.69490 0.24
H 2.21403 -0.61062 -4.10511 -0.21
H 3.17100 -1.46117 -5.43350 0.43
H -0.10301 -5.08275 -1.36493 -0.05
H -0.88525 -3.44780 -1.16288 -0.06
H 0.83925 -3.85578 -1.22932 -0.19
O -3.25301 -1.07492 -6.33539 -0.59
C -3.28838 -2.16032 -5.68015 0.62
O -3.66200 -2.41960 -4.34460 -0.25
C -4.02331 -1.29360 -3.56907 -0.13
C -4.54339 -1.93604 -2.20959 -0.96
C -2.68775 -3.44760 -6.42596 -0.84
H -4.92332 -0.86380 -4.00880 0.42
H -3.29231 -0.49252 -3.45938 0.19
H -5.11501 -2.85781 -2.31769 0.47
H -5.20120 -1.23040 -1.70220 0.17
H -3.74590 -2.19445 -1.51293 0.14
H -3.01627 -4.31575 -5.85457 0.28
H -1.60359 -3.34883 -6.48023 0.12
H -3.06173 -3.67497 -7.42423 0.39
O -0.36137 1.20107 -1.92737 -0.62
C 0.55883 0.67483 -1.28583 0.29
O 0.40317 -0.36150 -0.40842 0.48
C -0.80470 -0.92077 -0.15228 -0.04
C -0.60975 -1.85585 1.08928 -0.80
C 1.94432 1.17973 -1.41308 -0.71
H -1.09677 -1.41462 -1.07906 -0.32
H -1.54073 -0.14525 0.05968 0.32
H 0.01855 -2.70430 0.81824 0.23
H -1.55225 -2.38784 1.21878 0.44
H -0.28234 -1.22210 1.91345 0.00
H 2.43970 0.62553 -2.21030 0.01
H 2.58903 1.05805 -0.54266 0.42
H 1.87966 2.25544 -1.57665 0.17
O -0.44997 5.56811 2.72217 -0.53
C -0.24238 5.38909 3.86938 0.73
O -0.14298 4.19437 4.47883 -0.41
C -0.52842 3.00459 3.79878 -0.02
C 0.66833 2.13945 3.29559 -0.57
C -0.12571 6.51799 4.88327 -1.04
H -1.23461 3.21079 2.99450 0.35
H -1.00362 2.48929 4.63350 0.10
H 1.08678 2.26401 2.29685 0.30
H 0.21298 1.14917 3.28582 -0.17
H 1.46721 1.99104 4.02213 0.41
H -0.63693 6.12406 5.76166 0.31
H -0.58038 7.48505 4.66842 0.32
H 0.94654 6.61651 5.05256 0.26
O -4.08830 -0.02050 0.69563 -0.27
C -5.09385 0.56785 0.42444 0.74
O -5.24921 1.55185 -0.61751 -0.45
C -4.03985 1.81838 -1.41631 0.65
C -4.08387 2.42674 -2.81195 -1.31
C -6.23068 0.40705 1.28556 -1.23
H -3.43529 0.91153 -1.40137 -0.25
H -3.47470 2.46261 -0.74276 0.32
H -4.55336 3.40854 -2.87309 0.42
H -4.63487 1.83230 -3.54075 0.29
H -3.04143 2.55875 -3.10175 0.23
H -6.17627 -0.57258 1.76040 0.32
H -7.13955 0.34745 0.68680 0.46
H -6.17752 1.15554 2.07616 0.04
O -2.54760 0.82596 3.15998 -0.34
C -3.54741 0.25997 3.69009 0.46
O -4.64838 0.85232 4.24990 -0.32
C -4.80643 2.25794 4.23137 -0.12
C -6.19229 2.69358 4.75797 -1.35
C -3.51539 -1.26940 3.82282 0.16
H -4.70167 2.55045 3.18660 0.27
H -3.97193 2.82912 4.63814 0.32
H -6.27814 2.51803 5.83031 0.36
H -6.98371 2.27977 4.13305 0.29
H -6.29734 3.77786 4.72055 0.39
H -4.29968 -1.68544 4.45519 0.39
H -2.47238 -1.34047 4.13135 -0.42
H -3.65428 -1.66098 2.81512 -0.03
```

Output
strongest force on any atom: 5.131 eV/A
SMILES: CCOC(C)=O.CCOC(C)=O.CCOC(C)=O.CCOC(C)=O.CCOC(C)=O.CCOC(C)=O.CCOC(C)=O.CCOC(C)=O.CCOC(C)=O.CCOC(C)=O.CCOC(C)=O
ΔE to the lowest compared entry with this formula, charge and spin: 125.9 kcal per mole

=====

No. 2
A gas-phase ion, C9H11O (charge +1), computed with the ωB97M-V functional and the def2-TZVPD basis.

XYZ file:
```
21
Properties=species:S:1:pos:R:3:mulliken_charge:R:1
C 1.32565 0.88120 0.63343 -1.22
C 0.40647 0.97192 1.55135 0.78
C -1.58755 1.68749 1.99615 -0.21
C -1.33208 0.20328 2.57088 -0.33
C -1.00460 0.60730 1.07692 0.28
C 0.50310 -1.57438 -2.26926 -1.10
C -0.90262 -0.00793 -0.29350 -0.89
C 1.35453 -0.95161 -1.15459 -0.59
C 0.68419 0.31758 -0.66416 0.34
O -0.35059 1.37658 2.79883 -0.24
H -2.13603 2.65154 2.18728 0.41
H -1.94963 -0.21279 3.32394 0.45
H 0.61283 -1.01608 -3.26535 0.30
H -0.58887 -1.64343 -2.02507 0.28
H 0.87514 -2.52305 -2.44371 0.42
H -1.22026 -1.06149 -0.44186 0.48
H -1.64865 0.64914 -0.97726 0.26
H 2.38937 -0.71686 -1.53419 0.36
H 1.50540 -1.62842 -0.22047 0.31
H 2.35712 1.04149 0.68955 0.50
H 0.70709 0.94853 -1.53892 0.42
```

Output
strongest force on any atom: 5.588 eV/A
net charge: +1
ΔE to the lowest compared entry with this formula, charge and spin: 167.8 kcal per mole

=====

No. 3
A molecular structure, C16H30N2, computed with the ωB97M-V functional and the def2-TZVPD basis.

XYZ file:
```
48
Properties=species:S:1:pos:R:3:mulliken_charge:R:1
N 2.09093 -4.80999 4.84619 -0.68
H 3.10163 -4.91156 4.50513 0.29
H 2.19861 -4.27257 5.57285 0.26
C 1.55192 -3.93478 3.82673 -0.66
C 2.34927 -2.46205 3.65454 -0.73
C 1.57062 -1.85258 2.53506 -0.42
C 0.09228 -1.31151 2.94744 -0.72
C -0.26340 -0.51985 1.59677 -0.36
N 0.42161 0.69550 1.39246 -0.12
H 1.21043 0.60300 0.97011 0.36
C -0.33900 1.57358 0.58024 -1.84
H 0.36896 2.56792 0.82071 0.19
C -0.54729 1.79597 -0.77825 2.27
C -1.86127 0.67136 -1.23728 -2.04
C -1.94781 0.70449 -2.67639 1.38
C -2.42289 1.99525 -3.14660 -1.84
C -1.19495 3.05764 -2.86551 -0.16
C 0.05353 2.32936 -3.55274 -1.29
C 0.42359 0.94072 -3.22565 -0.50
C 0.51984 0.92190 -1.55473 -2.11
H 0.90433 0.01222 -1.15640 0.51
H 1.39905 1.43834 -1.30642 0.88
C -0.86685 -0.05304 -3.41532 -1.01
H -0.79361 -1.08699 -2.93521 0.31
H -0.74302 -0.06741 -4.56963 0.38
H 1.25083 0.54213 -3.62964 0.84
H -0.05932 2.43122 -4.59460 0.58
H 1.04332 2.88590 -3.57656 0.42
C -0.95756 2.95253 -1.34600 -1.02
H -1.82609 3.47639 -0.94392 0.25
H 0.05021 3.59548 -1.32757 0.44
H -1.16144 3.98530 -3.31571 0.52
H -3.23253 2.46705 -2.81730 0.65
H -2.49425 2.08955 -4.21639 0.55
H -2.94404 0.04884 -2.80657 0.17
H -2.73044 1.02135 -0.84063 0.64
H -1.53662 -0.20196 -0.82190 0.43
H -1.58476 1.81491 1.17631 0.18
H -1.42362 -0.33218 1.85374 0.29
H -0.44005 -1.39208 0.74504 0.12
H 0.14643 -0.56877 3.63537 0.44
H -0.59825 -2.32469 3.14221 0.25
H 1.52659 -2.55232 1.65952 0.32
H 2.25088 -0.97668 2.30644 0.15
H 3.40395 -2.94341 3.36359 0.32
H 2.18056 -1.90879 4.41021 0.44
H 1.44289 -4.47685 2.94508 0.46
H 0.41678 -3.65784 4.17113 0.23
```

Output
strongest force on any atom: 13.263 eV/A
ΔE to the lowest compared entry with this formula, charge and spin: 281.1 kcal per mole

=====

No. 4
C3H6N2O in the gas phase, computed with the ωB97M-V functional and the def2-TZVPD basis.

XYZ file:
```
12
Properties=species:S:1:pos:R:3:mulliken_charge:R:1
C 1.29288 0.02873 -0.06640 0.40
C 0.47585 1.36431 -0.01579 -0.35
C -0.80651 0.56355 -0.35121 -0.41
N -0.15249 -0.74792 -0.53466 -0.03
N -0.67801 -1.81287 0.10041 -0.57
O 2.34825 -0.45134 0.18938 -0.47
H 0.47817 1.77255 1.11361 0.18
H 0.76150 2.19351 -0.58387 0.32
H -1.70358 0.56766 0.35920 0.26
H -1.24890 0.94780 -1.23714 0.21
H -0.56814 -1.77358 1.20766 0.22
H -0.19901 -2.65240 -0.18118 0.25
```

Output
strongest force on any atom: 5.129 eV/A
SMILES: NN1CCC1=O
ΔE to the lowest compared entry with this formula, charge and spin: 80.7 kcal per mole

=====

No. 5
C4H5Cl2FS in the gas phase, computed with the ωB97M-V functional and the def2-TZVPD basis.

XYZ file:
```
13
Properties=species:S:1:pos:R:3:mulliken_charge:R:1
C 1.57171 0.60569 0.30963 -0.36
C 0.09362 0.40005 0.64844 0.01
C -0.75680 -0.69642 0.12393 0.05
C -1.54157 -0.38915 -1.34456 -0.25
H 1.81507 0.89279 -0.82105 0.25
H 2.24979 1.52909 0.99117 0.31
H -0.30688 1.25672 0.11234 0.22
H -1.66479 -0.31915 0.73394 0.29
H -2.62256 -0.96375 -1.36892 0.30
F -0.29855 0.49481 1.90008 -0.31
S -0.52815 0.54810 -2.37165 -0.18
Cl 2.54052 -0.95914 0.79799 -0.21
Cl -0.55142 -2.39965 0.28867 -0.12
```

Output
strongest force on any atom: 6.086 eV/A
SMILES: F[C@@H](CCl)[C@H](Cl)C=S
ΔE to the lowest compared entry with this formula, charge and spin: 82.3 kcal per mole

=====

No. 6
A molecular structure, C15H19O4Os, computed with the ωB97M-V functional and the def2-TZVPD basis.

XYZ file:
```
39
Properties=species:S:1:pos:R:3:mulliken_spin:R:1
Os -0.45663 -0.96428 -0.69492 2.57
C -1.34486 0.12945 -4.60915 0.00
C -1.96263 -0.31663 -3.30420 0.00
C -3.41940 0.06751 -3.15617 -0.01
O -1.19744 0.29715 -2.19139 0.02
C -1.81969 -1.83973 -3.13297 -0.01
O -2.24116 -2.55760 -3.99415 0.03
O -1.23725 -2.22846 -2.01874 0.09
H -1.45625 1.20706 -4.74755 0.00
H -1.84733 -0.38631 -5.42455 0.00
H -0.28538 -0.12462 -4.63955 0.00
H -3.55927 1.14357 -3.29374 0.00
H -3.79920 -0.22071 -2.17478 0.00
H -3.99803 -0.45309 -3.91641 0.00
H -1.46893 1.21353 -2.05925 -0.01
C 1.21519 -4.41661 0.79943 0.01
C 0.31291 -3.30826 1.30558 0.00
C 0.75241 -2.75675 2.64989 0.02
O 0.31735 -2.25679 0.35374 0.33
H 1.22858 -5.23711 1.51661 0.00
H 2.23233 -4.04192 0.67151 0.00
H 0.85572 -4.78970 -0.15858 0.00
H -0.70842 -3.68823 1.39134 0.00
H 1.75816 -2.33855 2.57099 0.00
H 0.76259 -3.55708 3.38942 0.00
H 0.06975 -1.97470 2.98462 0.00
C 0.18854 0.54897 0.41378 -0.51
C 0.62169 1.48343 1.06466 0.46
C 1.18768 2.53237 1.83484 -0.06
C 2.56319 2.74925 1.87290 0.27
C 3.13890 3.80575 2.67555 0.25
C 2.34835 4.64125 3.43710 0.01
C 0.98536 4.44145 3.40396 0.25
C 0.39941 3.39080 2.60063 0.27
H 3.20695 2.10773 1.28499 0.00
H 4.21361 3.93723 2.67633 0.01
H 2.78284 5.42468 4.03993 0.01
H 0.33487 5.07902 3.98922 0.01
H -0.67450 3.25695 2.58909 0.00
```

Output
strongest force on any atom: 0.717 eV/A
net charge: +1
multiplicity: 5
ΔE to the lowest compared entry with this formula, charge and spin: 30.7 kcal per mole

=====

- Which of these has the highest strongest force on any atom?
  C16H30N2